# 1
C34H53CaN4OP2S | ωB97M-V/def2-TZVPD

Gap between HOMO and LUMO in hartree: 0.1957
Total charge: +1
HOMO level in Eh: -0.314
E in eV: -91970.68620

Geometry as XYZ:
```
96
Properties=species:S:1:pos:R:3:mulliken_charge:R:1
Ca -0.1262 -0.0116 0.3305 1.52
S -0.2967 -2.3788 1.8751 -0.39
P 2.1679 0.7788 0.7249 0.46
P -2.4417 0.1939 -0.5165 0.61
O -0.7975 1.0920 3.1553 -0.26
N -0.0151 -1.5886 4.4283 0.07
N -2.1369 -2.2683 3.8453 0.04
N 0.5639 -0.9090 -1.4110 -0.14
N 0.0066 1.8427 -0.8794 1.58
C -0.6047 0.7230 2.0578 -0.31
C -3.5870 0.3362 2.0393 -1.83
C 2.3793 -2.9266 -6.0799 -0.35
C 1.2443 -1.1777 -4.8301 -0.26
C 4.9696 0.0534 1.0842 -1.89
C 3.4636 -1.5279 -0.1505 -1.71
C -2.2169 -1.9531 5.2518 -0.53
C -1.0736 3.8110 -1.8136 -1.19
C 1.2077 2.3243 -1.3222 -0.30
C 1.3263 3.5266 -2.0125 -0.77
C 3.7173 3.1071 1.4930 -1.72
C -1.1881 2.5238 -1.1727 -0.04
C -3.9412 -0.1432 0.6220 2.11
C -2.7760 -0.7009 -2.2077 1.93
C -2.4231 1.9347 -0.8765 -1.32
C 1.4539 -1.9085 -3.6319 -0.10
C -5.1845 0.6509 0.1679 -1.80
C 3.2072 -1.2911 2.3100 -1.22
C 2.1307 -3.1533 -3.6722 -0.41
C -2.3683 -2.1857 -2.0997 -1.44
C 0.1472 4.2897 -2.2334 -0.89
C 2.4397 2.3172 1.8530 2.00
C 3.5429 -0.5190 1.0146 1.73
C 1.7091 -1.6927 -6.0423 -0.80
C -4.2334 -1.6544 0.6835 -1.79
C 0.9803 -1.3813 -2.4043 0.94
C -1.8912 0.0493 -3.2321 -1.10
C 2.5865 -3.6515 -4.8950 -0.69
C 2.5084 1.8669 3.3267 -1.68
C 1.2575 3.3007 1.6684 -1.46
C 2.4373 1.5078 -0.9737 -1.52
C -0.7933 -1.4785 5.6403 -0.56
C -4.2224 -0.6073 -2.7286 -1.94
C -0.8361 -2.0260 3.3856 0.36
H -3.3297 2.4664 -1.1856 0.31
H 1.5452 -1.1287 -6.9660 0.40
H 4.6425 2.5279 1.6172 0.24
H -4.9852 -1.8464 1.4720 0.52
H -3.3230 -2.2251 0.9378 0.18
H 2.4928 2.7644 3.9724 0.51
H 1.6502 1.2375 3.6090 0.18
H 5.2135 0.6737 0.2043 0.30
H -4.4956 0.2881 2.6688 0.67
H -3.2253 1.3774 2.0350 0.23
H -1.9916 4.3798 -1.9889 0.49
H -4.6404 -2.0453 -0.2628 0.23
H 3.9088 -2.1402 2.4100 0.50
H -3.1184 -2.7702 -1.5442 0.33
H -4.5666 0.4398 -2.7820 0.36
H 5.6898 -0.7858 1.1121 0.50
H -2.4946 -2.8681 5.8192 0.36
H -2.8223 -0.3055 2.5005 -0.02
H 0.2113 5.2584 -2.7419 0.40
H -2.2849 -2.6254 -3.1125 0.49
H -5.5278 0.3863 -0.8413 0.28
H 2.1821 -1.6935 2.2734 -0.06
H -6.0131 0.4422 0.8708 0.53
H -1.7844 -0.5674 -4.1450 0.63
H 5.1307 0.6530 1.9940 0.34
H 0.2752 2.8317 1.8021 0.00
H -2.9698 -1.1548 5.4320 0.28
H 3.4408 1.3204 3.5443 0.29
H 3.3041 -0.6672 3.2105 0.19
H 0.9886 -1.3751 4.3523 0.11
H 1.3628 4.0958 2.4299 0.62
H 3.3521 2.1150 -1.0615 0.74
H 2.3079 3.8786 -2.3399 0.49
H 0.7156 -0.2209 -4.7902 0.43
H -0.3664 -2.1327 6.4309 0.37
H 3.1075 -4.6137 -4.9248 0.39
H -0.7999 -0.4216 5.9816 0.31
H 2.2864 -3.7116 -2.7449 0.46
H 2.4674 -1.9935 -0.1983 0.06
H -4.2570 -1.0203 -3.7557 0.49
H -0.8889 0.2771 -2.8436 -0.38
H 3.6934 -1.0698 -1.1277 0.35
H 3.7790 3.9814 2.1672 0.51
H -4.9348 -1.1862 -2.1191 0.31
H -1.4039 -2.3099 -1.5849 0.05
H 1.2790 3.7774 0.6767 0.34
H -2.9185 -2.6335 3.2817 0.24
H 4.2084 -2.3253 0.0276 0.63
H -4.9862 1.7355 0.1987 0.35
H 3.6774 3.4981 0.4627 0.31
H -2.3535 1.0100 -3.5101 0.32
H 2.7394 -3.3243 -7.0341 0.41
H 2.5369 0.6507 -1.6617 0.47
```

=====

# 2
C34H53Cl28F3O6S | ωB97M-V/def2-TZVPD

Gap between HOMO and LUMO in hartree: 0.3278
Total charge: 0
HOMO level in Eh: -0.323
E in eV: -418017.68678

Geometry as XYZ:
```
125
Properties=species:S:1:pos:R:3:mulliken_charge:R:1
Cl -1.9475 6.6635 -2.9516 -0.19
Cl -13.1412 -2.7400 -2.1016 -0.14
Cl -4.2234 -5.5995 3.1900 -0.08
Cl 3.2128 6.2825 3.4689 -0.17
Cl 8.8808 -1.1574 -5.1990 -0.15
Cl 5.6670 3.6964 -1.8619 -0.19
Cl -9.9554 -5.7819 1.0401 -0.08
Cl 6.8178 -3.0062 1.5394 -0.16
Cl -10.3166 -3.4581 -2.3609 -0.15
Cl 9.2178 0.2054 1.0468 -0.09
Cl -7.2547 -2.0764 0.4384 -0.12
Cl 6.8551 1.2341 -0.8241 -0.10
Cl 11.3018 -0.7062 -3.6198 -0.16
Cl 5.0024 9.3318 0.0396 -0.15
Cl 7.5881 -3.1931 -1.2890 -0.21
Cl -7.6840 -5.1947 2.7889 -0.12
Cl -11.0769 -5.8660 -5.9159 -0.14
Cl -13.6007 -4.3862 -5.8273 -0.14
Cl -10.1323 -1.4630 0.4801 -0.16
Cl -5.2865 2.9542 -2.3377 -0.11
Cl 6.0825 5.7665 3.3130 -0.17
Cl -6.1663 2.3187 0.3855 -0.13
Cl 6.2642 6.4226 7.1652 -0.16
Cl 10.3613 -1.1259 3.3884 -0.15
Cl -2.7439 4.4392 -4.6850 -0.17
Cl -1.4575 -4.6177 3.1952 -0.10
Cl 7.8779 8.8222 -0.1095 -0.16
Cl 7.3368 9.1449 7.0923 -0.17
S 4.1481 -2.6323 0.2828 -0.09
F 3.5857 2.0253 1.8723 -0.26
F 1.5467 1.5552 2.3617 -0.21
F 3.1581 0.8362 3.6322 -0.28
O 1.9136 -3.4063 -0.8808 -0.46
O 1.7486 -3.4223 1.3917 -0.50
O 1.3289 -5.3059 0.2456 -0.57
O -0.4976 1.8389 -0.9275 0.22
O 2.9387 -0.0173 1.5910 0.13
O -2.3216 3.0213 -0.3509 -0.46
C -4.1445 -2.0768 1.2916 -0.65
C 4.4888 5.0762 3.6566 0.33
C 1.3846 0.6173 -2.7957 -0.76
C 10.0352 -1.8598 -4.0613 0.22
C 10.7047 -0.2600 1.8874 -0.36
C -0.3876 3.4695 0.9110 -1.30
C 6.4474 7.9000 6.2086 -0.15
C 2.7856 1.0611 2.3695 0.79
C 2.2910 -1.1961 2.0931 -2.37
C 8.0903 -2.7255 0.3480 0.42
C -6.5978 3.0677 -1.1565 -0.34
C 6.2856 8.1310 0.2263 0.27
C -11.9614 -4.0530 -2.0917 -0.11
C -2.8245 -0.4852 -0.6035 0.15
C -2.5543 -5.9212 3.6737 -0.45
C -4.1524 -0.1986 -0.2486 -0.40
C 2.3921 -2.1759 -0.3572 0.52
C -2.1534 -1.5548 -0.0225 -0.33
C -0.6622 2.0063 -2.3429 -0.68
C -8.8850 -6.4019 2.3099 -0.36
C 1.8457 -0.8532 -2.5808 -1.27
C 5.7917 2.6035 -0.4783 0.35
C -2.7990 5.1143 -3.0482 0.65
C 0.0850 -1.8243 1.0055 -1.27
C -4.7917 -0.9789 0.7036 -0.47
C 1.6409 -4.1676 0.2415 0.36
C -0.6918 -1.9224 -0.3229 2.00
C -8.8967 -2.7215 0.6422 0.00
C -2.8346 -2.3448 0.9220 -0.35
C -1.1584 2.7658 -0.1900 0.65
C -11.8515 -4.2840 -6.0655 -0.19
C 1.6331 -2.0190 0.9680 2.32
C -0.1305 0.7894 -3.0949 -1.12
C 2.7284 -1.0075 -1.3048 -0.81
H -0.7391 4.4941 1.0056 0.37
H 4.8049 2.2269 -0.2400 -0.27
H -2.3369 -3.1962 1.3860 -0.04
H -2.5171 -6.0230 4.7519 0.30
H 8.9626 -3.3105 0.6202 0.39
H -8.9713 -3.1560 1.6285 0.09
H -12.0013 -4.5504 -1.1290 0.14
H 6.9894 7.6603 5.3027 0.20
H 2.7599 -0.0461 -0.7993 0.00
H 6.2730 7.7644 1.2458 -0.09
H 2.9506 -1.8443 2.6720 0.40
H 1.0164 -1.5597 -2.6342 0.79
H 1.6260 1.2431 -1.9327 0.28
H -9.0641 -3.4751 -0.1100 0.10
H -0.2300 -0.8996 1.4986 0.55
H -11.4363 -3.6225 -5.3125 0.16
H -2.2282 -6.8391 3.1988 0.31
H -8.3738 -7.2797 1.9328 0.29
H -11.6576 -3.8921 -7.0569 0.31
H -5.8211 -0.7614 1.0142 0.58
H -6.8192 4.1147 -0.9855 0.29
H 4.3057 4.2601 2.9675 -0.27
H -7.4691 2.5612 -1.5551 0.32
H -2.3326 4.4179 -2.3657 -0.57
H -3.8333 5.2663 -2.7713 0.27
H -0.7284 -2.9419 -0.7132 0.43
H -2.3399 0.1527 -1.3319 0.14
H -0.2179 2.9358 -2.7199 0.51
H 11.2651 0.6377 2.1196 0.33
H 1.9362 1.0379 -3.6408 0.60
H 8.3248 -1.6600 0.3511 -0.43
H 9.5040 -2.1529 -3.1634 -0.18
H -0.3346 -1.1999 -1.0551 -1.31
H -9.4816 -6.6579 3.1774 0.32
H 0.6924 3.4177 0.7696 0.22
H 11.2840 -0.9059 1.2372 0.26
H 1.4915 -0.8797 2.7678 0.60
H 5.4618 8.2807 5.9665 0.27
H 3.7384 -1.1912 -1.6624 0.78
H -0.2850 -2.6298 1.6401 -0.31
H -0.2304 1.0598 -4.1501 0.45
H 6.1959 3.1514 0.3658 0.18
H 2.4746 -1.0792 -3.4467 0.57
H 10.4969 -2.7253 -4.5220 0.29
H 6.1055 7.3162 -0.4658 0.14
H -1.7350 2.0806 -2.5654 0.28
H -4.6878 0.6393 -0.6790 0.03
H 4.6392 -3.3926 -0.7167 0.27
H -0.7097 -0.1070 -2.8764 0.60
H -4.6537 -2.6766 2.0365 0.40
H -12.2105 -4.7508 -2.8843 0.27
H -0.6150 2.9703 1.8586 0.30
H 4.4814 4.7119 4.6778 0.29
```

=====

Q: Which formula does entry 1 have?
A: C34H53CaN4OP2S

=====

Q: Among the records above, which one has the highest total charge?
A: C34H53CaN4OP2S